1.
Density functional theory data (the ωB97M-V functional and the def2-TZVPD basis) for 9 unconnected molecules or ions with the total composition C36H75N3O6 at a distorted geometry.

Values from the calculation:
HOMO energy, eV: -7.979
SMILES: c1cc[nH]c1.c1cc[nH]c1.c1cc[nH]c1.CCOCC.CCOCC.CCOCC.CCOCC.CCOCC.CCOCC
Kohn-Sham gap, eV: 8.61
Maximum force, Eh/bohr: 0.0623
Spin multiplicity: 1

Element x y z (Å)
O: -4.367 -1.019 1.059
O: 5.005 -1.300 -3.259
O: 2.293 0.426 4.372
O: 0.513 1.057 -0.849
O: -2.639 6.596 0.871
O: -1.593 -3.571 -2.584
N: 0.151 -0.770 -6.106
N: -2.819 1.713 3.068
N: 3.145 -3.021 2.830
C: 1.798 0.075 0.864
C: 1.417 1.330 0.242
C: -3.043 1.880 4.401
C: -1.711 2.424 2.688
C: 4.052 -3.187 1.795
C: 1.469 -1.049 -6.066
C: 3.347 -3.700 0.760
C: -1.330 3.086 3.827
C: -2.812 -4.020 -2.006
C: 1.933 -3.453 2.437
C: 1.616 -2.424 -5.903
C: -3.518 -4.749 -3.100
C: 0.403 -0.865 5.059
C: -3.192 -0.544 0.471
C: -4.099 -2.202 1.795
C: -2.119 2.746 4.923
C: -0.608 1.638 -2.841
C: 3.006 1.615 4.477
C: -2.868 5.309 0.229
C: 5.354 -2.677 -3.442
C: -3.604 0.677 -0.451
C: -0.928 -2.815 -1.566
C: 0.321 -2.947 -5.888
C: 0.461 -2.426 -1.976
C: -2.248 5.430 -1.214
C: 0.182 2.144 -1.681
C: 1.989 -3.906 1.178
C: 4.021 1.708 3.334
C: -0.602 -1.899 -5.949
C: 6.488 -2.804 -4.442
C: -3.166 6.699 2.195
C: 3.952 -1.156 -2.381
C: 3.269 0.171 -2.544
C: 1.306 0.320 5.352
C: -5.403 -2.899 2.169
C: -2.706 8.042 2.737
H: -0.203 -1.075 5.936
H: -2.902 5.773 2.713
H: -0.889 -3.404 -0.664
H: 3.907 0.989 -2.305
H: -3.863 4.847 0.155
H: -1.533 1.249 -2.507
H: -2.814 -1.273 -0.237
H: -3.430 -1.859 2.672
H: -6.014 -2.865 1.275
H: -2.964 -5.564 -3.574
H: 1.719 0.151 6.341
H: -4.574 1.092 -0.180
H: -2.837 1.460 -0.551
H: 0.998 -0.278 1.533
H: 4.284 0.710 2.995
H: -1.241 2.357 1.760
H: -0.214 -0.757 4.160
H: -3.480 -2.910 1.231
H: -5.286 -3.968 2.471
H: 6.767 -3.831 -4.690
H: 2.877 0.312 -3.590
H: -4.254 6.723 2.092
H: 2.460 0.235 -1.855
H: 1.054 -1.978 -1.205
H: 2.157 -0.257 -6.223
H: 2.705 0.132 1.482
H: 2.333 1.867 -0.121
H: -2.378 -0.380 1.246
H: -3.149 8.840 2.155
H: 0.954 2.033 0.998
H: 6.304 -2.276 -5.379
H: -0.314 2.959 -1.106
H: -0.707 2.358 -3.609
H: 3.244 -2.013 -2.470
H: -1.680 -1.963 -5.950
H: -0.418 3.656 3.848
H: -2.005 4.357 -1.502
H: 1.124 2.684 -2.015
H: 0.516 -1.768 -2.845
H: 5.592 -3.114 -2.478
H: -0.258 0.151 -6.232
H: -0.086 0.802 -3.308
H: -2.619 -4.609 -1.083
H: -2.937 8.240 3.797
H: 4.484 -3.183 -3.758
H: 1.103 -3.448 3.184
H: -1.638 8.092 2.628
H: -5.982 -2.388 2.991
H: 2.336 2.466 4.349
H: -3.351 0.991 2.492
H: -1.564 -1.985 -1.373
H: 3.520 1.682 5.433
H: -3.723 -4.043 -3.905
H: -3.854 1.325 4.812
H: 2.054 -0.688 0.045
H: 0.802 1.304 5.344
H: 2.521 -2.977 -5.757
H: 4.398 -1.398 -1.416
H: 0.122 -3.974 -5.791
H: 5.061 -2.947 2.061
H: 1.021 -3.330 -2.255
H: -2.968 6.002 -1.807
H: -1.978 3.111 5.908
H: 1.181 -4.313 0.537
H: 7.345 -2.353 -3.972
H: 3.720 -4.180 -0.122
H: 3.495 2.214 2.511
H: -3.814 0.278 -1.443
H: 1.030 -1.755 4.895
H: -3.420 -3.183 -1.656
H: -1.316 6.024 -1.265
H: 3.307 -2.585 3.735
H: -4.491 -5.148 -2.790
H: -2.326 4.549 0.790
H: 4.871 2.325 3.525

Forces on atoms 1 to 3 (eV/Å):
O -0.289 -0.587 0.242
O 1.152 -0.512 -1.794
O 0.434 -0.836 -0.505

Here are the Löwdin charges for atoms 1 to 5, given in e: -0.18 -0.15 -0.17 -0.18 -0.18



2.
Density functional theory data (the ωB97M-V functional and the def2-TZVPD basis) for 4 unconnected molecules or ions with the total composition C36H76N4O4 at a distorted geometry.

Values from the calculation:
HOMO energy (alpha / beta), eV: -9.095 / -9.095
Energy relative to the best compared isomer or geometry (same formula, charge and spin), eV: 0.098
Kohn-Sham gap (alpha / beta), eV: 6.36 / 2.38
Maximum force, Eh/bohr: 0.0739
Expectation value of S²: 0.755
Spin multiplicity: 2
Total charge: +1

Element x y z (Å)
O: -3.217 2.301 -4.551
O: -3.197 -5.211 5.109
O: -0.126 2.391 1.721
O: 4.245 0.793 -1.355
N: -0.763 1.143 1.303
N: -2.695 -4.587 6.239
N: 4.981 0.768 -2.614
N: -1.917 2.747 -5.019
C: 5.453 2.074 -3.103
C: -0.709 2.103 -4.577
C: -3.273 -3.286 6.491
C: -1.709 -1.622 1.372
C: 1.073 0.510 -0.199
C: -2.710 -0.506 1.381
C: -1.746 -4.943 8.632
C: 4.589 -1.695 -2.778
C: -3.080 4.318 -6.529
C: 4.472 -0.368 -3.469
C: -0.614 4.492 -6.432
C: -2.536 -2.684 7.727
C: 0.540 2.493 -5.366
C: -0.523 2.431 -3.139
C: -1.878 4.150 -5.531
C: -2.280 -5.571 7.258
C: 6.382 1.813 -4.372
C: 1.136 -0.408 2.220
C: -1.191 -6.544 6.718
C: -2.060 0.823 1.942
C: 6.263 2.735 -2.027
C: -4.834 -3.266 6.536
C: 4.357 3.076 -3.592
C: -3.540 -6.403 7.635
C: 2.915 -0.150 -3.846
C: 5.767 0.820 -5.418
C: -0.905 0.528 -4.777
C: -0.478 -1.299 0.514
C: -3.063 -2.404 5.310
C: 0.575 3.995 -5.721
C: -3.092 1.955 1.591
C: -2.497 -3.608 8.973
C: -2.027 5.315 -4.468
C: 5.248 -0.496 -4.788
C: -1.913 0.706 3.481
C: 0.208 0.051 1.071
H: -1.995 -2.342 5.104
H: 3.586 3.259 -2.844
H: -1.303 -7.452 7.310
H: -3.397 2.868 -3.797
H: -4.052 1.700 2.042
H: -4.015 4.750 -6.172
H: 6.011 -1.274 -4.819
H: -3.425 -1.390 5.481
H: 5.572 -1.785 -2.316
H: -1.305 -0.159 3.745
H: 4.933 0.856 -0.689
H: -5.186 -3.754 5.627
H: -4.345 -5.705 7.864
H: 5.591 3.217 -1.317
H: -1.551 -2.336 7.417
H: -2.076 6.318 -4.891
H: -3.247 3.482 -7.208
H: -1.940 -3.049 9.725
H: 1.687 1.372 0.061
H: 2.031 -0.877 1.812
H: -1.311 1.935 -2.574
H: 6.675 0.551 -5.957
H: -0.581 3.496 -2.912
H: 2.387 0.435 -3.094
H: -1.159 5.338 -3.811
H: -3.290 2.001 0.520
H: -0.083 -0.016 -4.312
H: -2.901 0.549 3.912
H: 0.176 -2.169 0.451
H: 1.486 0.483 2.742
H: 0.407 2.081 -2.690
H: -2.917 2.923 2.060
H: -5.297 -2.280 6.591
H: -0.542 5.576 -6.526
H: 7.378 1.548 -4.017
H: -2.551 -5.058 4.416
H: 4.501 -2.528 -3.475
H: -3.219 -1.913 8.084
H: 4.735 4.043 -3.926
H: -0.687 -4.683 8.630
H: 0.763 1.858 -6.223
H: -0.782 -1.206 -0.529
H: -3.631 -2.682 4.423
H: 0.666 -0.961 3.033
H: -0.995 0.347 -5.848
H: -1.318 1.458 4.001
H: 1.713 -0.287 -0.579
H: -3.790 -6.926 6.712
H: -0.211 -6.205 7.052
H: -1.824 0.203 -4.289
H: 3.893 2.568 -4.437
H: -3.454 -0.865 2.093
H: 4.508 -0.937 -5.455
H: -3.194 -0.463 0.405
H: -1.178 -6.880 5.681
H: -2.258 -2.416 0.866
H: -2.766 5.187 -7.108
H: 0.003 2.932 0.938
H: -2.130 -5.496 9.490
H: 3.856 -1.781 -1.975
H: -5.321 -3.918 7.262
H: 5.102 1.391 -6.066
H: 2.777 0.433 -4.757
H: 6.596 2.647 -5.041
H: 0.385 0.697 -1.023
H: 0.844 4.420 -4.754
H: -0.599 4.063 -7.434
H: 2.352 -1.083 -3.884
H: -3.389 -6.986 8.544
H: -2.871 5.098 -3.813
H: 6.897 3.547 -2.385
H: -1.441 -2.076 2.326
H: -3.480 -3.856 9.373
H: 1.497 4.139 -6.284
H: 1.403 2.372 -4.711
H: 6.965 2.173 -1.411

Forces on atoms 1 to 3 (eV/Å):
O 3.240 0.068 -1.390
O -0.753 -0.488 -0.416
O -0.632 -1.666 0.957

Here are the Löwdin charges for atoms 1 to 5, given in e: 0.12 -0.01 -0.01 -0.03 -0.09